one.
Here is the molecule C2H4INOS from OMol25. Energies are from ωB97M-V/def2-TZVPD.

Each line ends with the Löwdin charge.
Geometry (Å):
1 H -0.7654 -1.2452 0.8253  0.069
2 O 3.1706 -1.2800 -0.2022  -0.725
3 N 1.0937 -0.4071 0.5896  -0.069
4 I 4.3100 0.3838 0.0692  0.881
5 C -0.3380 -0.2648 0.6887  -0.078
6 H -0.6202 0.3485 1.5327  0.081
7 S 1.2325 -2.6267 -0.6957  0.763
8 H -0.7836 0.3630 -0.0966  0.098
9 C 1.7821 -1.2740 -0.0900  -1.080
10 H 1.5922 0.4478 0.7403  0.061

Computed properties:
Frontier orbital gap = 7.234 eV

two.
Here is the molecule C2H4INOS from OMol25. Energies are from ωB97M-V/def2-TZVPD.

Each line ends with the Löwdin charge.
Geometry (Å):
1 I 1.3684 -0.5875 -4.0993  0.317
2 C -0.5693 -0.7565 -1.0698  -0.608
3 H -0.1541 1.6471 1.5378  0.083
4 C 0.3775 0.7474 1.8662  -0.048
5 H -1.1333 -1.5803 -0.6752  0.074
6 H 0.0099 0.4079 2.9142  0.126
7 N -0.1772 0.1029 -0.2479  -0.055
8 S -0.6975 -0.4270 -2.7961  0.251
9 O -0.4027 -0.1652 1.0620  -0.215
10 H 1.3785 0.6113 1.5081  0.074

Computed properties:
Frontier orbital gap = 7.673 eV

three.
Here is a structure of composition C2H4INOS from OMol25. Energies are from ωB97M-V/def2-TZVPD.

Each line ends with the Löwdin charge.
Geometry (Å):
1 H -1.6943 0.2444 1.3270  0.049
2 H -1.9548 -0.5937 -0.1897  0.113
3 C -1.7292 0.4525 0.3034  -0.186
4 I 2.4603 1.7274 -0.2806  0.911
5 O -0.6138 1.0112 -0.3090  -0.199
6 S 2.8974 -1.5048 -0.6612  0.526
7 C 1.3604 -1.0081 -0.2313  -0.840
8 N 1.1476 0.2573 0.0343  -0.546
9 H 0.6442 -1.8262 -0.2476  0.062
10 H -2.5180 1.2401 0.2546  0.111

Computed properties:
Frontier orbital gap (alpha / beta) = 6.284 / 6.283 eV

Most stable: one. Least stable: three.

one.
Here is a cluster of 2 separate species, C4H13N2O2 in total from OMol25. Energies are from ωB97M-V/def2-TZVPD.

Each line ends with the Löwdin charge.
Geometry (Å):
1 H 1.5456 2.1973 -0.5802  0.090
2 C 1.6399 1.0645 -0.3317  -0.496
3 H -1.4050 1.6765 -0.3279  0.100
4 C 0.6708 0.2483 -1.3163  -0.229
5 O 1.5484 -3.3782 0.1660  -0.086
6 H -2.8540 0.8091 0.4638  0.100
7 N -1.0861 1.5844 1.5091  -0.041
8 C -1.7259 0.9063 0.4368  -0.316
9 H -2.0503 -0.9102 -0.8017  0.089
10 H -1.5693 -1.1597 0.8527  0.088
11 H -1.3687 1.4151 2.4762  0.051
12 H -0.0761 1.7410 1.3505  0.035
13 H 1.7519 -2.4384 0.0507  0.015
14 H 0.5264 -1.0572 0.2905  0.085
15 H 2.6262 0.7101 -0.7139  0.062
16 C -1.3281 -0.5591 -0.0224  -0.249
17 O 1.4795 0.8098 0.9689  -0.348
18 H -0.0708 0.8100 -1.8630  0.064
19 N -0.0156 -0.8849 -0.6256  -0.128
20 H 1.1706 -0.2743 -2.2252  0.099
21 H 0.5906 -3.3106 0.2426  0.016

Computed properties:
Total charge = -1
Frontier orbital gap = 7.166 eV

two.
Here is a cluster of 2 separate species, C4H13N2O2 in total from OMol25. Energies are from ωB97M-V/def2-TZVPD.

Each line ends with the Löwdin charge.
Geometry (Å):
1 H 0.5428 -0.0552 2.0402  0.070
2 H -2.2415 2.0790 -1.0093  0.049
3 N -1.4244 2.1554 -1.5803  -0.017
4 H -1.1327 -0.8430 2.4367  0.068
5 H -0.1933 0.9062 -2.7228  0.089
6 C -0.0742 -0.9838 2.1127  -0.542
7 O 0.5173 -1.9106 2.8962  -0.400
8 C -1.1608 -0.3677 -1.3480  -0.270
9 O 2.9385 1.6646 0.2474  -0.067
10 H -1.0245 -2.0997 0.4255  0.089
11 H 2.6795 1.7987 -0.6761  0.029
12 H 3.6073 0.9760 0.2116  0.033
13 H -0.7692 2.4485 -0.8510  0.059
14 H -1.8789 0.7693 -2.9896  0.099
15 C -0.1469 -1.4625 0.6017  -0.245
16 H 0.2880 0.4650 -0.1001  0.061
17 C -1.1182 0.8793 -2.2043  -0.303
18 N -0.0016 -0.4366 -0.4450  -0.092
19 H -2.0822 -0.6158 -0.8093  0.104
20 H 0.7098 -2.1512 0.5498  0.083
21 H -1.0062 -1.2090 -2.0351  0.102

Computed properties:
Total charge = -1
Frontier orbital gap = 5.467 eV

three.
Here is a cluster of 2 separate species, C4H13N2O2 in total from OMol25. Energies are from ωB97M-V/def2-TZVPD.

Each line ends with the Löwdin charge.
Geometry (Å):
1 C 0.6974 0.5969 0.0891  -0.441
2 H 2.0482 2.1764 -0.5239  0.052
3 H -0.8273 -1.0385 -2.3406  0.070
4 N -0.7869 -0.3869 -1.5662  -0.076
5 O -0.6479 -1.2277 2.2805  -0.161
6 C -1.9305 -0.6120 -0.6539  -0.544
7 H -0.5105 -2.1686 2.3094  -0.001
8 H 1.3238 -0.6426 -1.6321  0.106
9 C 0.9720 2.0218 -0.4743  -0.064
10 H 0.6003 2.7392 0.2659  0.062
11 H -0.1269 0.7112 0.7640  0.089
12 H 0.3961 2.2252 -1.3701  0.057
13 H 1.4316 -0.3058 1.7362  0.038
14 H 0.4649 -1.5174 -0.3503  0.095
15 O -1.8717 -1.7061 0.0931  -0.295
16 N 1.8348 0.2285 0.9784  0.013
17 C 0.5330 -0.5569 -0.8753  -0.210
18 H -2.8973 -0.5897 -1.2538  0.085
19 H -2.0313 0.3869 -0.0516  0.101
20 H 2.5544 0.9039 1.1618  0.033
21 H -1.2262 -1.2375 1.4138  -0.012

Computed properties:
Total charge = -1
Frontier orbital gap = 7.459 eV

Most stable: three. Least stable: one.

one.
Here is a cluster of 2 separate species, CHClF2OS2 in total from OMol25. Energies are from ωB97M-V/def2-TZVPD.

Each line ends with the Löwdin charge.
Geometry (Å):
1 C 0.8424 1.0981 0.3605  -0.731
2 F 1.1505 0.6653 1.8082  -0.145
3 H 1.1552 0.2687 -0.3665  0.114
4 F 1.4878 2.2410 -0.0577  -0.007
5 S -0.9763 -1.5126 -0.4352  0.296
6 Cl -0.8094 1.3034 0.4583  0.759
7 O -1.9957 -1.9678 0.4771  -0.531
8 S -0.8544 -2.0960 -2.2448  0.245

Computed properties:
Frontier orbital gap = 8.353 eV

two.
Here is a cluster of 2 separate species, CHClF2OS2 in total from OMol25. Energies are from ωB97M-V/def2-TZVPD.

Each line ends with the Löwdin charge.
Geometry (Å):
1 S -2.9053 0.6918 0.1483  0.161
2 H 2.6424 -0.0493 -0.1721  0.148
3 F 0.2274 1.2106 1.0407  0.045
4 O 1.8684 -0.3132 0.3883  0.087
5 C 0.7087 0.3382 0.1018  -0.475
6 Cl -1.6600 -2.3841 0.3158  0.022
7 S -1.6869 -0.4610 -0.6717  0.018
8 F 0.8054 0.9670 -1.1510  -0.005

Computed properties:
Frontier orbital gap (alpha / beta) = 8.110 / 7.452 eV

Most stable: one. Least stable: two.

one.
Here is the molecule C8H16N2O3 from OMol25. Energies are from ωB97M-V/def2-TZVPD.

Each line ends with the Löwdin charge.
Geometry (Å):
1 H -3.1391 1.9773 -1.5232  0.143
2 C -2.7173 0.6703 1.3758  -0.094
3 H -2.5118 0.1404 -1.2112  0.042
4 H -2.0977 -1.7030 0.9032  0.142
5 H 2.3765 -1.0826 1.3043  0.172
6 H -2.6374 1.1924 2.5128  0.141
7 N 1.4640 -1.2719 -0.5909  0.063
8 H 1.6638 -0.8623 -1.5014  0.148
9 C 2.7447 0.6634 0.1307  -0.417
10 H 1.9860 2.3249 -0.2530  0.178
11 H -3.0780 -1.9631 -0.8103  0.175
12 C -1.7620 1.1570 0.2653  -0.479
13 O 1.7219 1.3501 -0.4639  0.047
14 C -1.5572 0.1542 -0.8569  -0.192
15 H -2.1864 -0.3540 1.4828  0.051
16 H -0.7513 1.5129 0.6737  0.132
17 H -0.8636 -1.7733 -1.8102  0.147
18 N -2.0597 -2.2045 -0.2118  -0.011
19 C -1.0660 -1.3525 -0.8101  -0.368
20 O 3.8467 1.2632 0.3298  0.034
21 H -3.7416 0.8601 1.0762  0.061
22 H 3.4696 -1.3346 0.0357  0.132
23 O 0.1543 -1.4517 1.1684  0.122
24 H -3.0520 3.1113 0.4181  0.147
25 C 2.5170 -0.8462 0.1756  -0.168
26 C -2.4344 2.3982 -0.5143  -0.114
27 H -0.9889 0.5615 -1.7444  0.136
28 C 0.1665 -1.2601 0.0149  -0.463
29 H -1.4086 2.9293 -0.8942  0.091

Computed properties:
Frontier orbital gap = 9.662 eV

two.
Here is the molecule C8H16N2O3 from OMol25. Energies are from ωB97M-V/def2-TZVPD.

Each line ends with the Löwdin charge.
Geometry (Å):
1 O 0.0792 1.7693 -0.8301  0.050
2 O 2.2283 2.3416 2.9528  0.039
3 H 1.2585 2.2075 1.3460  0.180
4 H -2.0159 -0.3698 1.9271  0.061
5 H 1.5986 -0.4979 2.0517  0.141
6 H -1.7267 -1.7657 -3.5052  0.101
7 H 2.8528 2.5779 3.7387  0.181
8 H 0.1660 0.2951 -2.1726  0.149
9 O 2.6308 0.4381 4.1625  0.022
10 H -0.2072 -1.0266 0.6119  0.119
11 H 0.8875 -1.6611 -0.7627  0.057
12 H -2.1005 0.2105 -3.3737  0.082
13 C 0.3459 0.9879 0.0863  -0.483
14 N -1.3920 0.2738 1.5977  0.059
15 C 0.4181 -1.8695 -1.7579  -0.117
16 C 1.0263 0.3490 2.3629  -0.110
17 C -0.6141 -0.0648 0.3384  -0.298
18 H -1.9775 1.0505 1.3259  0.110
19 C -0.4330 -0.7132 -2.0617  -0.519
20 C -1.4028 -0.4102 -0.9881  -0.171
21 H -0.0663 -2.9613 -1.7308  0.120
22 H -2.1836 -1.2865 -0.6087  0.180
23 H -1.8331 0.5421 -1.3092  0.100
24 N 1.0897 1.1664 1.1684  0.080
25 C 1.9322 1.0254 3.2521  -0.420
26 C -1.2868 -0.6370 -3.4663  -0.082
27 H -0.6128 -0.2764 -4.4564  0.115
28 H -0.1141 0.2405 2.5494  0.121
29 H 1.4523 -1.9358 -2.4483  0.137

Computed properties:
Frontier orbital gap = 9.745 eV

Most stable: two. Least stable: one.